No. 1
The following is a DFT calculation (ωB97M-V/def2-TZVPD) of a cluster of 2 separate species, C33H41F5N2O5PS in total in a non-equilibrium geometry.

As for the net charge: 0. The calculation puts the frontier orbital gap at 6.92 eV. The spin multiplicity is 2. Its expectation value of S² is 0.754. As for the HOMO energy: -0.3182 Ha.

Last column: Löwdin charge in e.
Cartesian coordinates (Å):
C: 1.027 -3.436 2.222  -0.073
C: 0.770 -2.117 3.047  -0.205
O: 0.182 -1.120 2.171  -0.126
C: 1.132 -0.435 1.438  -0.204
C: 1.532 -0.965 0.124  0.038
C: 2.490 -0.301 -0.751  0.016
C: 3.092 0.951 -0.300  -0.050
C: 2.737 1.520 1.026  -0.006
C: 1.766 0.825 1.882  -0.046
C: 1.328 1.381 3.270  -0.123
C: 0.288 2.582 3.051  -0.157
C: -0.991 2.404 3.967  -0.237
N: -1.986 3.469 3.682  -0.073
C: -3.295 2.884 3.315  -0.182
C: -3.318 2.676 1.771  -0.099
C: -2.436 1.708 1.089  -0.028
C: -2.458 1.497 -0.345  -0.080
C: -3.373 2.280 -1.194  -0.069
C: -4.234 3.268 -0.535  -0.012
C: -4.219 3.451 0.923  -0.236
O: -5.108 4.423 1.442  -0.019
C: 3.425 2.838 1.406  -0.293
O: 2.981 3.609 2.226  0.071
C: 4.760 3.256 0.679  -0.192
P: 5.785 4.522 1.636  0.416
S: 5.444 6.361 1.043  0.129
C: 5.107 2.747 -0.549  0.000
C: 6.428 3.181 -1.269  -0.314
F: 6.533 2.662 -2.550  0.102
F: 6.333 4.554 -1.455  0.063
C: 7.772 2.765 -0.517  -0.458
F: 7.587 2.044 0.621  0.125
F: 8.511 1.955 -1.354  0.124
F: 8.530 3.887 -0.340  0.130
C: 4.092 1.743 -1.206  -0.246
O: 4.007 1.558 -2.395  0.124
H: 0.274 -3.605 1.410  0.071
H: 0.997 -4.315 2.930  0.083
H: 2.048 -3.443 1.758  0.077
H: 1.684 -1.709 3.547  0.127
H: -0.027 -2.363 3.805  0.129
H: 1.082 -1.928 -0.235  0.110
H: 2.784 -0.665 -1.761  0.120
H: 2.178 1.805 3.874  0.119
H: 0.883 0.548 3.877  0.104
H: 0.797 3.540 3.347  0.106
H: -0.029 2.625 1.973  0.109
H: -1.432 1.372 3.823  0.108
H: -0.744 2.465 5.066  0.124
H: -2.108 4.050 4.515  0.103
H: -4.101 3.625 3.582  0.120
H: -3.547 1.934 3.860  0.121
H: -1.716 1.126 1.706  0.086
H: -1.808 0.755 -0.858  0.079
H: -3.382 2.143 -2.297  0.093
H: -4.914 3.897 -1.154  0.107
H: -4.632 5.266 1.332  0.113
H: 5.319 4.468 2.992  -0.004
H: 7.163 4.184 1.679  -0.015
C: -4.280 -3.213 -1.653  -0.033
C: -2.770 -2.893 -1.505  -0.470
C: -2.397 -1.684 -2.382  -0.142
C: -2.278 -2.004 -3.869  -0.175
C: -1.364 -3.204 -4.092  -0.135
C: -1.786 -4.434 -3.275  -0.490
N: -1.974 -4.115 -1.829  -0.055
O: -0.771 -3.976 -1.284  -0.035
C: -3.086 -5.021 -3.869  -0.040
C: -0.753 -5.555 -3.491  -0.045
C: -2.618 -2.462 -0.031  -0.040
H: -4.483 -4.269 -1.464  0.088
H: -4.883 -2.654 -0.936  0.083
H: -4.674 -2.955 -2.637  0.069
H: -1.439 -1.270 -2.046  0.111
H: -3.135 -0.887 -2.247  0.118
H: -3.265 -2.186 -4.303  0.104
H: -1.872 -1.136 -4.395  0.115
H: -1.346 -3.450 -5.158  0.125
H: -0.339 -2.917 -3.831  0.124
H: -3.455 -5.851 -3.263  0.092
H: -2.908 -5.407 -4.875  0.088
H: -3.890 -4.296 -3.974  0.057
H: 0.262 -5.247 -3.226  0.078
H: -0.719 -5.849 -4.543  0.085
H: -1.006 -6.444 -2.908  0.090
H: -2.851 -3.287 0.648  0.095
H: -3.299 -1.639 0.198  0.084
H: -1.614 -2.099 0.198  0.056

No. 2
The following is a DFT calculation (ωB97M-V/def2-TZVPD) of a structure of composition C33H41GeN7O2Ru.

As for the net charge: +1. The calculation puts the frontier orbital gap (alpha / beta) at 5.76 / 7.50 eV. The spin multiplicity is 2. Its expectation value of S² is 0.804. As for the HOMO energy (alpha / beta): -0.3145 / -0.3925 Ha.

Last column: Löwdin charge in e.
Cartesian coordinates (Å):
Ru: 0.101 0.909 -0.339  1.177
C: -4.229 1.978 -0.157  -0.043
O: -3.379 3.147 -0.257  0.048
C: -2.132 2.692 -0.342  -0.339
N: -1.949 1.393 -0.375  0.011
C: -3.292 0.786 -0.459  -0.253
C: -3.563 0.179 -1.818  -0.231
C: -3.051 0.758 -2.974  -0.040
C: -3.327 0.202 -4.215  -0.068
C: -4.115 -0.937 -4.310  -0.075
C: -4.632 -1.515 -3.159  -0.063
C: -4.355 -0.957 -1.918  -0.044
C: -1.013 3.575 -0.480  -0.179
C: -1.000 4.966 -0.561  0.023
C: 0.194 5.617 -0.783  -0.041
C: 1.383 4.871 -0.903  0.024
C: 1.308 3.508 -0.814  -0.186
N: 0.132 2.857 -0.641  -0.055
C: 2.414 2.554 -0.879  -0.319
N: 2.197 1.292 -0.746  0.051
C: 3.504 0.608 -0.884  -0.229
C: 4.495 1.793 -0.988  -0.027
O: 3.652 2.975 -1.090  0.056
C: 3.850 -0.330 0.247  -0.217
C: 4.361 -1.591 -0.040  -0.055
C: 4.738 -2.449 0.986  -0.075
C: 4.606 -2.050 2.308  -0.066
C: 4.111 -0.785 2.600  -0.067
C: 3.736 0.070 1.575  -0.041
H: -5.025 2.080 -0.889  0.138
H: -4.649 1.950 0.848  0.127
H: -3.404 0.023 0.310  0.111
H: -2.427 1.642 -2.908  0.114
H: -2.926 0.659 -5.111  0.108
H: -4.327 -1.372 -5.277  0.107
H: -5.244 -2.405 -3.225  0.110
H: -4.748 -1.421 -1.019  0.122
H: -1.926 5.512 -0.444  0.129
H: 0.223 6.694 -0.855  0.112
H: 2.340 5.349 -1.058  0.127
H: 3.484 0.041 -1.817  0.142
H: 5.134 1.755 -1.866  0.137
H: 5.104 1.897 -0.092  0.134
H: 4.460 -1.910 -1.072  0.125
H: 5.139 -3.426 0.750  0.113
H: 4.898 -2.716 3.108  0.111
H: 4.031 -0.461 3.630  0.109
H: 3.375 1.063 1.808  0.109
C: -1.233 -1.806 -1.115  -0.172
N: -1.234 -3.246 -1.272  -0.070
C: -0.134 -3.630 -2.158  -0.153
N: 1.160 -3.198 -1.623  -0.071
C: 1.144 -1.758 -1.469  -0.169
N: 0.054 -1.292 -0.554  -0.180
C: 0.260 -1.985 0.757  -0.186
N: 0.268 -3.427 0.622  -0.069
C: -1.007 -3.857 0.041  -0.151
C: 1.345 -3.804 -0.298  -0.143
H: -2.026 -1.524 -0.423  0.108
H: -1.411 -1.324 -2.077  0.123
H: -0.288 -3.173 -3.138  0.132
H: -0.129 -4.713 -2.273  0.132
H: 0.998 -1.282 -2.442  0.135
H: 2.089 -1.434 -1.041  0.077
H: -0.556 -1.681 1.413  0.091
H: 1.208 -1.641 1.177  0.120
H: -1.821 -3.574 0.713  0.131
H: -1.003 -4.942 -0.065  0.132
H: 1.360 -4.889 -0.402  0.133
H: 2.299 -3.473 0.117  0.111
C: -0.273 2.238 4.257  -0.219
Ge: -0.549 0.671 3.132  0.737
C: 0.202 -0.867 4.067  -0.204
C: -2.455 0.388 2.838  -0.204
C: 0.397 1.124 1.458  -0.297
H: -0.790 2.112 5.209  0.027
H: -0.653 3.139 3.774  0.022
H: 0.789 2.376 4.461  0.023
H: -0.236 -0.876 5.067  0.031
H: 1.282 -0.772 4.172  0.013
H: -0.017 -1.820 3.589  0.013
H: -2.955 0.373 3.807  0.034
H: -2.652 -0.565 2.343  0.013
H: -2.879 1.198 2.246  0.003
H: 1.190 1.858 1.683  -0.012

No. 3
The following is a DFT calculation (ωB97M-V/def2-TZVPD) of a structure of composition C33H41GeN7O2Ru in a non-equilibrium geometry.

As for the net charge: +1. The calculation puts the frontier orbital gap (alpha / beta) at 6.96 / 6.10 eV. The spin multiplicity is 2. Its expectation value of S² is 1.137. As for the HOMO energy (alpha / beta): -0.3750 / -0.3447 Ha.

Last column: Löwdin charge in e.
Cartesian coordinates (Å):
Ru: 0.687 0.542 -0.328  1.096
C: 3.669 1.037 3.006  -0.072
O: 3.434 2.256 2.286  0.051
C: 2.506 1.989 1.371  -0.318
N: 2.091 0.751 1.283  0.045
C: 2.949 -0.047 2.183  -0.212
C: 2.275 -1.075 3.072  -0.174
C: 1.070 -1.674 2.731  -0.082
C: 0.501 -2.631 3.560  -0.071
C: 1.148 -3.022 4.721  -0.070
C: 2.361 -2.442 5.059  -0.062
C: 2.918 -1.471 4.243  -0.037
C: 2.057 2.994 0.463  -0.183
C: 2.417 4.338 0.425  0.037
C: 1.952 5.131 -0.609  -0.028
C: 1.121 4.584 -1.591  0.041
C: 0.771 3.253 -1.484  -0.181
N: 1.232 2.476 -0.482  -0.021
C: -0.094 2.491 -2.349  -0.321
N: -0.302 1.229 -2.125  0.029
C: -1.156 0.724 -3.208  -0.228
C: -1.497 2.016 -4.002  -0.040
O: -0.714 3.048 -3.379  0.056
C: -0.490 -0.267 -4.138  -0.208
C: 0.886 -0.294 -4.323  -0.043
C: 1.435 -1.111 -5.303  -0.067
C: 0.617 -1.886 -6.110  -0.076
C: -0.758 -1.858 -5.931  -0.069
C: -1.307 -1.058 -4.941  -0.045
H: 3.238 1.146 4.002  0.136
H: 4.742 0.880 3.088  0.139
H: 3.669 -0.574 1.545  0.163
H: 0.585 -1.387 1.810  0.046
H: -0.447 -3.085 3.295  0.106
H: 0.710 -3.781 5.356  0.110
H: 2.879 -2.749 5.958  0.111
H: 3.866 -1.023 4.518  0.115
H: 3.051 4.738 1.205  0.132
H: 2.231 6.173 -0.663  0.118
H: 0.761 5.180 -2.418  0.131
H: -2.055 0.276 -2.782  0.139
H: -2.548 2.296 -3.951  0.136
H: -1.199 1.939 -5.045  0.139
H: 1.527 0.337 -3.719  0.107
H: 2.508 -1.131 -5.445  0.109
H: 1.047 -2.515 -6.878  0.109
H: -1.406 -2.463 -6.553  0.111
H: -2.383 -1.021 -4.806  0.120
C: -2.520 1.163 0.131  -0.185
N: -3.728 1.464 0.876  -0.082
C: -3.541 2.739 1.574  -0.158
N: -2.396 2.688 2.486  -0.082
C: -1.204 2.373 1.720  -0.179
N: -1.327 1.078 1.009  -0.137
C: -1.601 0.036 2.032  -0.184
N: -2.802 0.323 2.795  -0.077
C: -3.937 0.413 1.875  -0.156
C: -2.629 1.617 3.459  -0.155
H: -2.353 1.953 -0.605  0.117
H: -2.635 0.204 -0.380  0.121
H: -4.442 2.968 2.144  0.131
H: -3.378 3.530 0.838  0.129
H: -0.345 2.319 2.394  0.125
H: -1.033 3.163 0.984  0.122
H: -0.752 -0.015 2.712  0.107
H: -1.716 -0.919 1.518  0.097
H: -4.844 0.630 2.440  0.131
H: -4.059 -0.545 1.365  0.130
H: -1.775 1.557 4.136  0.131
H: -3.524 1.848 4.039  0.131
C: 1.686 -4.283 0.165  -0.195
Ge: 0.297 -3.224 -0.763  0.726
C: 0.094 -4.019 -2.558  -0.214
C: -1.440 -3.378 0.157  -0.213
C: 0.861 -1.367 -0.955  -0.277
H: 1.435 -5.339 0.063  0.026
H: 1.748 -4.034 1.221  -0.001
H: 2.660 -4.113 -0.295  0.023
H: -0.180 -5.069 -2.452  0.024
H: 1.029 -3.958 -3.113  0.020
H: -0.684 -3.508 -3.118  0.004
H: -1.647 -4.429 0.359  0.028
H: -2.246 -2.988 -0.466  0.019
H: -1.439 -2.846 1.107  -0.026
H: 1.809 -1.292 -1.514  -0.039

No. 4
The following is a DFT calculation (ωB97M-V/def2-TZVPD) of a structure of composition C33H41NO10P4S3W.

As for the net charge: 0. The calculation puts the frontier orbital gap (alpha / beta) at 7.22 / 7.99 eV. The spin multiplicity is 3. Its expectation value of S² is 2.013. As for the HOMO energy (alpha / beta): -0.2574 / -0.2862 Ha.

Last column: Löwdin charge in e.
Cartesian coordinates (Å):
W: 1.079 0.411 0.607  1.306
S: 1.160 -2.189 0.615  0.407
P: -0.675 -1.866 -0.142  0.449
C: -1.080 -0.263 0.294  -0.655
P: -1.570 -0.006 1.922  0.453
S: 0.123 0.282 2.986  0.376
C: -2.609 1.480 2.006  -0.380
C: -2.663 2.243 3.167  -0.099
C: -3.486 3.357 3.227  -0.071
C: -4.267 3.705 2.132  -0.078
C: -4.229 2.936 0.977  -0.084
C: -3.399 1.825 0.914  -0.116
C: -2.620 -1.250 2.725  -0.330
C: -2.016 -2.345 3.337  -0.102
C: -2.795 -3.334 3.915  -0.071
C: -4.179 -3.228 3.897  -0.080
C: -4.786 -2.131 3.302  -0.080
C: -4.009 -1.143 2.716  -0.079
C: -0.681 -2.042 -1.956  -0.338
C: -0.076 -3.156 -2.535  -0.096
C: -0.153 -3.356 -3.906  -0.087
C: -0.832 -2.440 -4.705  -0.087
C: -1.428 -1.326 -4.130  -0.077
C: -1.354 -1.129 -2.757  -0.082
C: -1.796 -3.238 0.278  -0.341
C: -1.272 -4.440 0.739  -0.108
C: -2.111 -5.523 0.963  -0.078
C: -3.474 -5.401 0.740  -0.083
C: -4.001 -4.199 0.286  -0.077
C: -3.163 -3.123 0.043  -0.083
H: -2.035 1.980 4.011  0.095
H: -3.512 3.958 4.127  0.107
H: -4.905 4.578 2.181  0.104
H: -4.840 3.206 0.125  0.104
H: -3.345 1.220 0.016  0.095
H: -0.934 -2.416 3.350  0.088
H: -2.322 -4.189 4.381  0.109
H: -4.787 -4.000 4.352  0.105
H: -5.865 -2.043 3.297  0.104
H: -4.485 -0.286 2.259  0.101
H: 0.470 -3.856 -1.912  0.111
H: 0.319 -4.221 -4.353  0.112
H: -0.888 -2.596 -5.774  0.105
H: -1.951 -0.611 -4.752  0.103
H: -1.807 -0.263 -2.288  0.093
H: -0.209 -4.516 0.935  0.072
H: -1.700 -6.458 1.320  0.105
H: -4.131 -6.242 0.924  0.103
H: -5.066 -4.102 0.120  0.106
H: -3.569 -2.184 -0.318  0.112
N: 2.377 1.869 -3.399  0.176
C: 3.555 0.999 -2.994  -0.495
C: 4.410 0.665 -4.204  -0.073
P: 2.747 -0.492 -2.283  0.359
O: 2.000 -0.897 -3.664  -0.144
O: 3.700 -1.484 -1.784  -0.261
O: 1.608 0.043 -1.399  -0.480
P: 4.439 2.052 -1.743  0.295
O: 4.686 3.363 -2.708  -0.162
O: 5.736 1.444 -1.383  -0.291
O: 3.351 2.422 -0.801  -0.309
H: 1.801 1.390 -4.093  0.152
H: 2.719 2.772 -3.739  0.148
H: 1.822 2.023 -2.544  0.110
H: 3.844 0.125 -4.964  0.077
H: 5.228 0.031 -3.868  0.095
H: 4.835 1.569 -4.644  0.079
H: 1.389 -1.643 -3.567  0.035
H: 5.626 3.432 -2.911  0.072
C: 0.955 4.382 -1.158  -0.004
C: 0.500 3.517 0.002  -0.465
C: -0.743 4.088 0.661  0.009
O: 0.227 2.160 -0.487  -0.150
C: 1.588 3.360 1.067  -0.588
O: 2.138 4.330 1.529  0.114
O: 1.761 2.133 1.475  -0.303
H: 0.191 4.395 -1.938  0.093
H: 1.910 4.022 -1.537  0.059
H: 1.108 5.398 -0.796  0.101
H: -1.565 4.155 -0.055  0.097
H: -0.513 5.090 1.020  0.107
H: -1.056 3.481 1.509  0.078
H: -0.728 1.969 -0.496  0.080
C: 4.014 0.654 3.375  -0.227
S: 4.182 0.817 1.607  0.958
C: 5.581 -0.239 1.315  -0.223
O: 3.053 -0.105 1.083  -0.731
H: 3.933 -0.400 3.636  0.068
H: 3.106 1.193 3.640  0.041
H: 4.875 1.121 3.853  0.065
H: 6.455 0.226 1.770  0.069
H: 5.703 -0.273 0.233  0.037
H: 5.378 -1.225 1.728  0.069

No. 5
The following is a DFT calculation (ωB97M-V/def2-TZVPD) of a structure of composition C33H42AlN11OS2 in a non-equilibrium geometry.

As for the net charge: +2. The calculation puts the frontier orbital gap at 7.28 eV. As for the HOMO energy: -0.5063 Ha.

Last column: Löwdin charge in e.
Cartesian coordinates (Å):
Al: 0.078 1.611 0.702  -0.140
S: -0.825 -0.725 1.093  0.895
C: -0.089 -1.653 -0.099  -0.577
N: -0.040 -2.964 -0.065  -0.063
C: 0.424 -3.736 -1.236  -0.074
C: 1.579 -3.040 -1.874  -0.076
N: 1.225 -1.642 -2.162  -0.067
C: 1.746 -1.128 -3.458  -0.088
C: 1.038 -1.801 -4.615  -0.230
C: -0.347 -1.693 -4.743  -0.040
C: -1.000 -2.326 -5.790  -0.059
C: -0.273 -3.068 -6.717  -0.060
C: 1.105 -3.166 -6.599  -0.056
C: 1.760 -2.539 -5.543  -0.039
C: 0.484 -0.947 -1.340  -0.583
S: 0.113 0.677 -1.594  0.902
C: -0.561 -3.797 1.054  -0.091
C: -1.696 -4.673 0.584  -0.236
C: -1.538 -6.051 0.499  -0.042
C: -2.596 -6.852 0.086  -0.057
C: -3.812 -6.274 -0.251  -0.060
C: -3.971 -4.893 -0.178  -0.060
C: -2.918 -4.095 0.240  -0.037
H: -0.400 -3.860 -1.940  0.155
H: 0.722 -4.721 -0.894  0.141
H: 1.827 -3.523 -2.813  0.140
H: 2.459 -3.059 -1.227  0.149
H: 2.813 -1.350 -3.489  0.138
H: 1.614 -0.054 -3.481  0.090
H: -0.917 -1.098 -4.031  0.105
H: -2.075 -2.235 -5.891  0.113
H: -0.783 -3.562 -7.535  0.116
H: 1.675 -3.729 -7.328  0.116
H: 2.842 -2.614 -5.456  0.120
H: -0.880 -3.141 1.850  0.084
H: 0.268 -4.408 1.411  0.138
H: -0.590 -6.510 0.774  0.118
H: -2.470 -7.928 0.031  0.115
H: -4.640 -6.899 -0.562  0.115
H: -4.922 -4.441 -0.439  0.113
H: -3.047 -3.016 0.311  0.109
C: -2.523 2.403 -0.724  -0.049
N: -2.893 3.187 0.438  -0.073
C: -3.762 4.358 0.320  -0.118
C: -3.940 4.746 1.780  -0.088
N: -2.814 4.072 2.462  -0.048
C: -2.874 4.097 3.930  -0.016
C: -2.266 3.157 1.631  -0.311
N: -1.240 2.339 1.857  0.065
C: -0.612 2.348 3.205  -0.156
C: 0.443 1.260 3.323  -0.194
N: 1.352 1.275 2.145  0.071
C: 2.667 1.185 2.314  -0.264
N: 3.543 1.192 1.274  -0.073
C: 3.249 1.006 -0.132  -0.024
C: 4.927 1.018 1.705  -0.093
C: 4.820 1.080 3.220  -0.091
N: 3.369 1.053 3.469  -0.055
C: 2.976 1.014 4.882  -0.020
H: -3.376 2.360 -1.397  0.114
H: -2.290 1.383 -0.428  0.038
H: -1.677 2.835 -1.270  0.066
H: -4.695 4.097 -0.173  0.132
H: -3.261 5.142 -0.241  0.082
H: -4.884 4.386 2.192  0.132
H: -3.874 5.817 1.935  0.133
H: -3.482 4.954 4.203  0.099
H: -1.903 4.236 4.386  0.081
H: -3.356 3.205 4.334  0.104
H: -1.333 2.156 3.993  0.116
H: -0.141 3.320 3.381  0.138
H: -0.039 0.287 3.406  0.087
H: 0.948 1.453 4.253  0.081
H: 2.398 1.583 -0.450  0.009
H: 3.091 -0.053 -0.369  0.093
H: 4.101 1.361 -0.707  0.113
H: 5.550 1.809 1.295  0.133
H: 5.318 0.059 1.356  0.131
H: 5.254 1.994 3.628  0.136
H: 5.291 0.232 3.707  0.129
H: 3.868 0.766 5.448  0.099
H: 2.244 0.240 5.086  0.096
H: 2.620 1.977 5.248  0.102
O: 0.714 3.044 -0.050  -0.204
N: 1.490 3.685 -0.862  0.082
C: 1.014 4.848 -1.099  -0.247
C: 1.759 5.721 -1.975  -0.141
N: 2.331 6.424 -2.685  0.198
C: -0.243 5.279 -0.518  -0.073
N: -1.241 5.533 -0.009  0.241

no.,total energy (eV)
1,-81809.2164
2,-108504.0227
3,-108502.5390
4,-128347.4345
5,-81597.9181